1.
{"formula": "C4H4", "method": "ωB97M-V with the def2-TZVPD basis set", "de_lowest_kcal_mol": 89.4, "gap_ev": 11.51, "max_force_ev_per_a": 5.08, "total_charge": 0, "homo_energy_ev": -10.554, "smiles": "C#C.C#C", "elements": ["C", "C", "H", "H", "C", "C", "H", "H"], "positions_angstrom": [[-1.695, 1.171, 0.287], [-1.002, 1.800, 1.114], [-1.867, 0.496, -0.832], [-0.672, 2.526, 2.121], [0.825, -1.115, -0.571], [1.721, -1.817, -0.978], [0.060, -0.553, -0.097], [2.631, -2.508, -1.043]], "nbo_charge": [-0.31, -0.28, 0.30, 0.30, -0.24, -0.26, 0.24, 0.26]}

=====

2.
{"formula": "C4H4", "method": "ωB97M-V with the def2-TZVPD basis set", "de_lowest_kcal_mol": 76.2, "gap_ev": 11.51, "max_force_ev_per_a": 5.50, "total_charge": 0, "homo_energy_ev": -10.419, "smiles": "C#C.C#C", "elements": ["C", "C", "H", "H", "C", "C", "H", "H"], "positions_angstrom": [[2.221, 0.577, 0.121], [2.373, -0.644, -0.029], [1.883, 1.766, -0.179], [2.368, -1.671, -0.088], [-1.653, 0.298, -0.054], [-2.803, -0.201, -0.025], [-0.553, 0.368, -0.197], [-3.836, -0.494, 0.451]], "nbo_charge": [-0.28, -0.24, 0.29, 0.23, -0.26, -0.27, 0.26, 0.27]}

=====

3.
{"formula": "C4H4", "method": "ωB97M-V with the def2-TZVPD basis set", "de_lowest_kcal_mol": 57.2, "gap_ev": [8.47, 8.47], "max_force_ev_per_a": 7.68, "total_charge": 0, "homo_energy_ev": [-8.719, -8.719], "smiles": "C=C=C=C", "elements": ["C", "C", "C", "C", "H", "H", "H", "H"], "positions_angstrom": [[1.577, 0.008, 0.137], [0.134, -0.028, 0.094], [-1.107, -0.051, 0.094], [-2.364, 0.143, 0.025], [1.538, 0.569, 1.165], [2.228, -0.733, -0.318], [-2.941, 1.107, 0.585], [-3.329, -0.440, -0.323]], "nbo_charge": [-0.50, 0.07, -0.14, -0.37, 0.26, 0.24, 0.20, 0.24]}

=====

4.
{"formula": "C4H4", "method": "ωB97M-V with the def2-TZVPD basis set", "de_lowest_kcal_mol": 55.2, "gap_ev": 12.06, "max_force_ev_per_a": 6.75, "total_charge": 0, "homo_energy_ev": -10.883, "smiles": "C#C.C#C", "elements": ["C", "C", "H", "H", "C", "C", "H", "H"], "positions_angstrom": [[0.915, 2.816, 0.732], [0.233, 1.883, 0.873], [1.549, 3.756, 0.607], [-0.067, 0.822, 0.840], [-1.107, -2.438, -1.107], [-0.241, -2.102, -0.379], [-1.791, -2.906, -1.884], [0.509, -1.831, 0.318]], "nbo_charge": [-0.24, -0.25, 0.25, 0.24, -0.23, -0.25, 0.25, 0.23]}

=====

5.
{"formula": "C4H42N2O15", "method": "ωB97M-V with the def2-TZVPD basis set", "de_lowest_kcal_mol": 117.3, "gap_ev": 8.69, "max_force_ev_per_a": 2.70, "total_charge": 0, "homo_energy_ev": -9.028, "elements": ["C", "C", "C", "C", "N", "N", "H", "H", "H", "H", "H", "H", "H", "H", "H", "H", "H", "H", "H", "H", "O", "H", "H", "O", "H", "H", "O", "H", "H", "O", "H", "H", "O", "H", "H", "O", "H", "H", "O", "H", "H", "O", "H", "H", "O", "H", "H", "O", "H", "H", "O", "H", "H", "O", "H", "H", "O", "H", "H", "O", "H", "H", "O"], "positions_angstrom": [[2.782, 0.311, 0.211], [1.263, 0.405, 0.029], [0.466, 0.159, 1.329], [0.480, 1.365, 2.253], [-0.177, 2.605, 1.713], [0.653, -0.429, -1.023], [2.901, -0.757, 0.334], [3.096, 0.501, -0.824], [3.224, 0.947, 0.984], [1.010, 1.466, -0.290], [0.862, -0.673, 1.938], [-0.513, -0.270, 1.122], [-0.028, 1.197, 3.210], [1.520, 1.585, 2.499], [-1.158, 2.390, 1.739], [0.190, 2.763, 0.790], [1.030, -1.281, -1.419], [-0.219, -0.808, -0.663], [-0.211, 0.565, -2.582], [-0.628, 1.920, -3.088], [-0.687, 0.984, -3.330], [-2.300, -2.949, 2.851], [-2.660, -1.810, 3.702], [-1.929, -2.103, 3.139], [-1.123, -1.641, -3.400], [-1.110, -2.884, -2.874], [-1.105, -2.540, -3.786], [-3.836, 3.752, 1.498], [-4.267, 2.626, 0.302], [-3.672, 2.969, 0.970], [1.595, -3.289, -0.745], [2.656, -2.982, 0.269], [2.533, -3.111, -0.680], [-2.981, 1.958, -2.947], [-3.087, 3.370, -2.267], [-3.599, 2.612, -2.584], [-3.620, 0.808, 2.753], [-2.773, -0.474, 2.609], [-3.326, 0.155, 2.107], [-2.420, -0.859, -1.675], [-2.244, -0.661, -0.176], [-2.443, -1.353, -0.839], [-2.594, 1.749, -0.773], [-2.257, 1.381, 0.648], [-1.976, 1.221, -0.263], [4.980, -1.416, 0.275], [4.731, -2.357, -0.788], [5.320, -1.612, -0.609], [3.503, -1.842, 2.465], [4.730, -0.931, 2.046], [4.265, -1.763, 1.867], [1.260, 2.696, -1.852], [1.541, 2.746, -3.284], [0.860, 3.035, -2.660], [1.929, -3.177, 3.213], [1.758, -1.654, 3.168], [1.709, -2.445, 2.624], [3.621, 1.577, -3.299], [3.206, 0.241, -3.778], [2.990, 0.880, -3.085], [-4.246, -1.743, 1.019], [-4.639, -1.233, -0.380], [-4.834, -1.891, 0.283]], "nbo_charge": [-0.66, 0.00, -0.43, -0.23, -0.83, -0.90, 0.22, 0.25, 0.20, 0.13, 0.20, 0.20, 0.19, 0.18, 0.35, 0.35, 0.38, 0.37, 0.50, 0.48, -1.01, 0.49, 0.46, -0.93, 0.46, 0.46, -0.92, 0.50, 0.51, -1.01, 0.47, 0.48, -0.95, 0.50, 0.48, -0.97, 0.48, 0.48, -0.97, 0.47, 0.49, -0.98, 0.48, 0.50, -0.98, 0.47, 0.47, -0.95, 0.49, 0.48, -0.97, 0.47, 0.49, -0.95, 0.49, 0.48, -0.94, 0.46, 0.48, -0.94, 0.47, 0.48, -0.95]}

=====

6.
{"formula": "C4H44HgO19", "method": "ωB97M-V with the def2-TZVPD basis set", "gap_ev": 7.44, "max_force_ev_per_a": 1.80, "total_charge": 0, "homo_energy_ev": -7.876, "elements": ["Hg", "C", "C", "O", "H", "H", "H", "H", "H", "C", "C", "O", "H", "H", "H", "H", "H", "O", "H", "H", "O", "H", "H", "O", "H", "H", "O", "H", "H", "O", "H", "H", "O", "H", "H", "O", "H", "H", "O", "H", "H", "O", "H", "H", "O", "H", "H", "O", "H", "H", "O", "H", "H", "O", "H", "H", "O", "H", "H", "O", "H", "H", "O", "H", "H", "O", "H", "H"], "positions_angstrom": [[-2.153, 3.811, -18.746], [-5.106, 5.370, -15.567], [-3.768, 4.664, -15.828], [-2.963, 5.235, -16.859], [-5.616, 5.477, -16.524], [-4.933, 6.379, -15.194], [-5.749, 4.841, -14.865], [-3.986, 3.646, -16.151], [-3.231, 4.658, -14.880], [-0.032, 0.003, -20.629], [0.076, 1.327, -19.838], [-0.755, 2.412, -20.132], [0.635, -0.748, -20.207], [0.275, 0.216, -21.653], [-1.052, -0.382, -20.641], [1.111, 1.667, -19.869], [-0.082, 1.014, -18.806], [-3.730, 3.950, -20.587], [-4.671, 4.087, -20.483], [-3.493, 4.476, -21.351], [-3.787, 2.023, -18.305], [-3.403, 1.169, -18.106], [-4.724, 1.907, -18.147], [-0.581, 7.091, -16.608], [-1.434, 6.746, -16.341], [-0.148, 7.320, -15.786], [-1.296, 2.503, -16.929], [-0.372, 2.539, -16.683], [-1.521, 1.574, -16.883], [1.317, 3.194, -16.204], [1.001, 3.828, -15.560], [1.555, 2.425, -15.687], [-5.852, 2.107, -21.828], [-5.929, 2.479, -20.950], [-6.730, 1.781, -22.029], [-1.911, -0.229, -16.749], [-1.714, -1.163, -16.681], [-1.904, 0.084, -15.844], [-1.061, 8.390, -19.062], [-1.703, 9.099, -19.019], [-0.916, 8.141, -18.150], [-2.089, 5.168, -22.709], [-1.621, 6.003, -22.744], [-1.430, 4.535, -22.425], [2.619, 4.470, -18.685], [2.887, 3.555, -18.768], [1.664, 4.446, -18.738], [-3.057, 0.933, -22.069], [-3.818, 1.512, -22.026], [-2.384, 1.384, -21.560], [-0.292, 4.344, -14.276], [-0.581, 5.187, -13.928], [-1.063, 3.990, -14.719], [-6.227, 4.776, -19.570], [-6.169, 5.581, -20.085], [-5.730, 4.964, -18.774], [0.387, 4.117, -21.923], [0.856, 4.771, -21.406], [0.040, 3.503, -21.276], [-1.875, 5.887, -19.886], [-1.592, 6.710, -19.489], [-2.526, 6.147, -20.538], [-0.095, 4.659, -18.034], [-0.155, 5.443, -17.489], [0.470, 4.065, -17.539], [-4.260, 7.263, -18.598], [-3.847, 6.894, -17.818], [-5.117, 7.565, -18.296]], "nbo_charge": [1.68, -0.63, -0.05, -1.05, 0.18, 0.19, 0.21, 0.14, 0.11, -0.64, -0.03, -1.03, 0.19, 0.21, 0.21, 0.12, 0.10, -0.99, 0.49, 0.51, -0.96, 0.50, 0.49, -0.98, 0.52, 0.48, -0.99, 0.49, 0.49, -0.97, 0.51, 0.49, -0.94, 0.47, 0.47, -0.96, 0.50, 0.47, -0.96, 0.48, 0.50, -0.99, 0.47, 0.51, -0.95, 0.47, 0.48, -0.98, 0.48, 0.49, -0.96, 0.48, 0.50, -0.96, 0.49, 0.49, -0.99, 0.47, 0.51, -0.99, 0.51, 0.49, -1.00, 0.51, 0.49, -0.98, 0.51, 0.46]}

=====

7.
{"formula": "C4H4BiO5", "method": "ωB97M-V with the def2-TZVPD basis set", "de_lowest_kcal_mol": 37.1, "gap_ev": 4.60, "max_force_ev_per_a": 6.74, "total_charge": 1, "homo_energy_ev": -13.526, "elements": ["O", "C", "O", "O", "C", "H", "C", "H", "H", "H", "C", "O", "O", "Bi"], "positions_angstrom": [[-0.585, -2.572, 0.382], [-1.338, -1.739, -0.058], [-2.526, -1.672, -0.269], [-0.565, -0.110, -0.380], [0.070, 0.493, 0.798], [-0.499, 0.144, 1.675], [1.496, -0.014, 0.951], [1.559, -1.115, 1.001], [2.151, 0.313, 0.129], [1.925, 0.354, 1.896], [-0.534, 0.936, -1.963], [-0.527, 2.107, -1.599], [-0.388, 0.303, -2.954], [-0.239, 2.572, 0.391]], "nbo_charge": [-0.57, 0.97, -0.56, -0.70, -0.36, 0.27, -0.67, 0.31, 0.22, 0.23, 1.06, -0.76, -0.37, 1.94]}

=====

8.
{"formula": "C4H4Br2", "method": "ωB97M-V with the def2-TZVPD basis set", "de_lowest_kcal_mol": 70.7, "gap_ev": [7.94, 8.27], "max_force_ev_per_a": 3.28, "total_charge": 0, "homo_energy_ev": [-7.975, -8.294], "elements": ["C", "C", "C", "C", "Br", "Br", "H", "H", "H", "H"], "positions_angstrom": [[0.276, 0.043, 0.194], [1.001, -0.171, 1.279], [0.516, 0.027, -1.256], [-1.205, 0.110, 0.108], [-2.161, 1.833, -0.257], [-2.088, -1.443, 0.160], [0.433, -0.259, 2.228], [2.100, -0.199, 1.260], [0.412, 0.988, -1.962], [0.716, -0.930, -1.755]], "nbo_charge": [-0.19, -0.34, -0.34, -0.25, 0.07, 0.19, 0.21, 0.22, 0.23, 0.21]}

=====

9.
{"formula": "C4H4Br2ClNO2S2", "method": "ωB97M-V with the def2-TZVPD basis set", "de_lowest_kcal_mol": 7.5, "gap_ev": 8.88, "max_force_ev_per_a": 2.74, "total_charge": 0, "homo_energy_ev": -9.000, "smiles": "N[C@@]1(S(=O)(=O)Cl)C=C(Br)S[C@H]1Br", "elements": ["N", "C", "S", "O", "O", "Cl", "C", "C", "Br", "S", "C", "Br", "H", "H", "H", "H"], "positions_angstrom": [[-0.257, -0.910, 0.473], [-0.089, 0.253, -0.243], [1.377, 1.436, 0.510], [0.916, 2.238, 1.579], [2.059, 2.141, -0.556], [2.612, 0.081, 1.249], [0.372, 0.265, -1.693], [0.145, 1.436, -2.330], [0.856, 2.131, -3.969], [-0.823, 2.648, -1.487], [-1.256, 1.374, -0.162], [-2.905, 0.333, -0.656], [-0.116, -1.813, 0.144], [-0.615, -0.786, 1.414], [0.882, -0.458, -2.238], [-1.416, 1.968, 0.780]], "nbo_charge": [-0.82, 0.02, 1.95, -0.93, -0.91, -0.20, -0.36, -0.17, 0.14, 0.34, -0.41, 0.01, 0.41, 0.40, 0.25, 0.28]}

=====

10.
{"formula": "C4H4Br2N2S", "method": "ωB97M-V with the def2-TZVPD basis set", "gap_ev": 8.39, "max_force_ev_per_a": 1.89, "total_charge": 0, "homo_energy_ev": -7.945, "smiles": "CNc1sc(Br)nc1Br", "elements": ["C", "N", "C", "S", "C", "Br", "N", "C", "Br", "H", "H", "H", "H"], "positions_angstrom": [[2.087, 0.598, 0.119], [1.147, -0.529, 0.226], [-0.143, -0.225, -0.040], [-0.753, 1.404, -0.072], [-2.358, 0.675, -0.265], [-3.891, 1.666, -0.072], [-2.415, -0.606, -0.223], [-1.188, -1.104, -0.062], [-0.924, -3.044, 0.113], [2.738, 0.337, -0.767], [1.487, 1.542, 0.007], [2.661, 0.696, 1.097], [1.551, -1.410, -0.062]], "nbo_charge": [-0.41, -0.60, -0.04, 0.38, -0.10, 0.13, -0.43, 0.02, 0.02, 0.21, 0.20, 0.21, 0.41]}